Below is a molecular structure, C25H15Br2F3N2O10RhS, with properties calculated with the ωB97M-V functional and the def2-TZVPD basis.

Each line ends with the Löwdin charge.
CARTESIAN COORDINATES (ANGSTROEM)
Rh -0.9901 0.6221 -0.0910  1.3340
Br 2.0452 0.9719 -6.3677  0.7433
Br -3.1892 1.8378 -4.4151  0.7980
S -3.3002 -1.8117 0.0854  0.8221
F -5.3089 -2.5132 -1.4750  0.0849
F -5.5367 -0.5282 -0.6264  0.1156
F -4.1566 -0.8570 -2.2681  0.0913
O -0.2628 -0.8810 2.0734  0.0680
O -2.8350 -0.3812 0.3767  -0.5758
O 1.4639 3.4994 7.5175  0.0621
O 2.7021 1.8799 6.8408  0.0594
O -1.7849 1.4904 -1.7174  -0.1322
O 0.5946 -1.9404 0.4570  0.0497
O -4.1020 -2.3223 1.2122  -0.4712
O -0.0652 4.6941 0.9087  0.0572
O -0.5119 -1.0083 -1.7152  -0.1257
O -0.5804 2.5688 0.5927  -0.1438
N 1.8862 2.7633 6.6449  -0.3541
N 0.7870 1.1071 -1.2224  0.0366
C 0.8633 1.1505 -4.8889  -0.6223
C 2.0333 0.9047 -0.8943  -0.0818
C 1.3515 2.2938 2.9850  -0.0073
C -0.1766 -2.2848 -1.6716  -0.3234
C -1.3653 1.5090 -4.0585  -0.5910
C 0.4550 3.3101 2.7016  -0.1099
C 0.0460 4.1677 3.7203  0.0019
C 0.4679 -2.8714 -0.5556  -0.1963
C 0.5003 3.9885 5.0140  0.0059
C 0.4198 1.1948 -2.5229  -0.1556
C -0.4593 1.3909 -5.1242  -0.1633
C 1.3493 1.0436 -3.5667  -0.1797
C 0.0457 -1.9820 1.6539  -0.5211
C 2.6848 0.7786 -3.1926  -0.0138
C 0.8991 -4.1753 -0.5108  -0.0379
C 1.3835 2.9538 5.2723  -0.1524
C -0.1503 -3.2632 2.3786  0.0384
C -0.9702 1.3980 -2.7387  -0.3898
C -0.4053 -3.1467 -2.7555  -0.0071
C 3.0278 0.7255 -1.8687  -0.0282
C 0.0116 -4.4697 -2.7182  -0.1029
C 0.6705 -4.9929 -1.6117  -0.1142
C -0.0932 3.5399 1.3018  -0.5918
C -4.6531 -1.3832 -1.1454  -0.7374
C 1.8188 2.1030 4.2738  0.0076
H 2.5031 1.3034 4.5189  0.1168
H 0.7906 -3.8026 2.4748  0.0889
H -0.8251 1.4800 -6.1373  0.0949
H -0.5617 -3.0402 3.3590  0.0978
H 1.0053 -6.0227 -1.5999  0.0914
H 3.4261 0.6074 -3.9609  0.0821
H 2.2701 0.8849 0.1629  0.1122
H 1.4402 -4.5537 0.3501  0.1093
H -0.8640 -3.8766 1.8223  0.1076
H 0.1878 4.6333 5.8224  0.1160
H 1.6800 1.6487 2.1895  0.0933
H -0.9047 -2.7356 -3.6254  0.1157
H 4.0467 0.5324 -1.5626  0.1070
H -0.6342 4.9727 3.4751  0.1239
H -0.1701 -5.1059 -3.5772  0.0967

Atomic forces in eV per Å
1.6771 -1.3274 -3.1348
-0.0261 -0.0033 0.0769
0.0593 -0.0405 -0.0609
0.2739 -0.1498 0.1863
-0.0065 0.0533 -0.0547
-0.0071 -0.0277 -0.0968
0.0337 0.0038 -0.0137
-0.2708 0.1673 0.3714
0.4124 1.1802 0.2971
-0.0153 -0.0007 -0.1183
-0.0847 0.0643 -0.1061
0.3707 -0.5855 0.8939
1.1839 -0.2658 -0.2797
0.2356 0.1163 -0.2338
0.0867 0.1646 -0.0303
-0.7436 -0.3819 1.0387
-0.2498 0.0000 0.6983
0.0186 -0.0569 0.0678
-0.7055 -0.3042 0.9048
-0.0300 0.0045 -0.1350
0.0831 0.1126 0.1715
-0.0795 -0.0456 0.1182
-0.2127 0.2800 0.1395
-0.2919 0.1280 0.1930
-0.3128 -0.2789 -0.2075
-0.0301 -0.0092 -0.0174
-0.6625 0.2657 -0.4668
-0.0374 0.0981 0.0756
0.0734 0.1367 0.0187
0.0488 -0.0157 0.0672
0.1666 0.0933 0.1002
-0.4774 1.2677 0.0771
-0.0174 -0.0232 0.0958
0.1821 -0.0956 0.0109
0.0296 -0.0038 -0.0338
-0.1883 -0.0588 0.1368
-0.0908 0.0789 -0.2040
0.0671 0.0397 -0.1091
0.0099 0.0583 -0.1377
0.0497 0.0592 -0.0398
-0.0093 -0.0486 -0.0481
-0.4971 -0.2827 -0.3233
-0.0043 0.0284 0.2272
0.1863 -0.1161 0.0871
0.0182 0.0376 -0.0321
-0.0311 -0.0292 -0.0506
-0.0216 0.0099 0.0135
0.0029 -0.0140 -0.0280
-0.0228 0.0472 -0.0113
0.0063 0.0422 -0.0126
-0.0640 -0.1491 -0.0473
-0.1099 0.0632 -0.0141
0.0949 -0.0201 -0.0115
-0.0137 0.0050 -0.0238
-0.0056 -0.2446 -0.0941
-0.0233 -0.0568 0.0371
-0.0316 0.0127 0.0126
0.0269 -0.0127 0.0365
-0.0231 0.0295 0.0233

The total energy is -211702.8804 eV. As for the relative energy (zero: lowest compared OMol25 entry of this formula, charge and spin): 79.8 kcal per mole. For the HOMO energy, the calculation gives -0.2108 Ha. Its spin multiplicity is 1. Its charge is -1.